{"formula": "C8H9FN2", "method": "wB97M-V/def2-TZVPD", "total_energy_ha": -519.55108, "max_force_ev_per_a": 6.1, "total_charge": 0, "smiles": "C[C@H]1C=c2nc[nH]c2=C[C@@H]1F", "e_lumo_ev": 0.4, "gap_ev": 8.31, "symbols": ["C", "C", "C", "C", "N", "C", "N", "C", "C", "C", "F", "H", "H", "H", "H", "H", "H", "H", "H", "H"], "xyz": [[2.15078, 1.33003, 0.12030], [1.33696, 0.13848, 0.67605], [0.04925, 0.68970, 1.18857], [-1.11760, 0.29639, 0.66553], [-2.41451, 0.73999, 0.83833], [-3.15918, 0.18029, -0.03290], [-2.44386, -0.72378, -0.88727], [-1.10716, -0.64110, -0.47341], [-0.12805, -1.28384, -1.00750], [1.31223, -1.06991, -0.32035], [1.78018, -2.17457, 0.40700], [1.59670, 1.99477, -0.63592], [2.99587, 0.94377, -0.38449], [2.30431, 2.12206, 0.88977], [1.94919, -0.12867, 1.49973], [0.00353, 1.40396, 2.01949], [-4.27635, 0.10983, 0.04343], [-2.69167, -1.27401, -1.74439], [-0.30224, -1.87844, -1.79364], [2.16162, -0.77498, -1.06832]]}